A 5-piece molecular cluster, CH11O5 overall at a distorted geometry. Source: the Open Molecules 2025 dataset; level of theory: ωB97M-V/def2-TZVPD.

## Properties
DFT total energy: -420.76061 hartree
Lowest unoccupied orbital energy (spin up / spin down): 0.07 / -3.81 eV
E_HOMO (spin up / spin down): -11.1 / -11.1 eV
Relative energy (zero: lowest compared OMol25 entry of this formula, charge and spin): 82.3 kJ/mol
Frontier orbital gap (spin up / spin down): 11.18 / 7.29 eV
Max |F|: 3.91 eV/A

The geometry in ORCA input format:
```
! wB97M-V def2-TZVPD RIJCOSX def2/J DEFGRID3
* xyz 0 2
C 0.304 -0.982 -0.399
O -0.429 0.216 -0.403
H 1.146 -1.051 -1.238
H 0.789 -1.145 0.608
H -0.305 -1.935 -0.553
H 1.263 1.652 -0.833
H 1.788 1.222 -2.147
O 2.029 1.797 -1.439
H -1.157 -0.304 -2.110
H -2.320 0.580 -2.468
O -1.774 -0.138 -2.833
H 2.333 -0.879 3.700
H 1.636 0.363 3.611
O 2.512 0.051 3.904
H -1.833 0.210 0.396
H -3.389 -0.096 1.086
O -2.593 0.440 1.117
*
```